Computed, not measured: a cluster of 13 separate species, C72H172N8O18 in total at a distorted geometry, with ωB97M-V/def2-TZVPD.

The total energy comes out at -126207.428 eV. The LUMO energy is 0.38 eV. The HOMO energy is -0.2932 hartree. As for the net charge: 0. Its energy relative to the best compared isomer or geometry (same formula, charge and spin) is 876.5 kJ/mol.

```
270
Properties=species:S:1:pos:R:3:lowdin_charge:R:1
C 11.547 -9.840 -10.522 -0.04
C 10.774 -10.665 -9.470 -0.42
C 11.679 -11.161 -8.280 -0.03
O 9.840 -9.806 -8.796 -0.07
H 12.208 -9.114 -10.048 0.08
H 10.882 -9.283 -11.182 0.07
H 12.214 -10.327 -11.233 0.07
H 10.198 -11.486 -9.899 0.11
H 12.351 -11.987 -8.510 0.05
H 11.075 -11.398 -7.404 0.07
H 12.292 -10.339 -7.909 0.08
H 9.713 -10.173 -7.918 0.06
C 14.226 -21.564 -12.105 -0.07
C 14.552 -20.138 -12.426 -0.47
C 13.590 -19.036 -11.805 -0.03
O 15.942 -19.828 -12.220 -0.05
H 14.455 -21.947 -11.111 0.08
H 14.914 -22.152 -12.713 0.07
H 13.289 -21.963 -12.494 0.08
H 14.334 -20.118 -13.494 0.12
H 13.731 -18.051 -12.250 0.06
H 13.694 -19.020 -10.721 0.07
H 12.576 -19.300 -12.107 0.07
H 16.430 -20.583 -12.557 0.08
C 8.818 -18.694 -14.717 -0.05
C 7.354 -19.316 -14.862 -0.40
C 7.358 -20.827 -15.338 -0.04
O 6.899 -19.232 -13.514 -0.09
H 9.413 -18.973 -13.847 0.06
H 8.687 -17.634 -14.499 0.06
H 9.518 -18.879 -15.532 0.06
H 6.808 -18.695 -15.572 0.12
H 6.313 -21.137 -15.364 0.07
H 7.886 -21.543 -14.709 0.06
H 7.918 -20.920 -16.269 0.07
H 7.267 -19.807 -12.839 0.10
C 7.592 -11.003 -15.670 -0.02
C 8.635 -10.775 -14.483 -0.49
C 9.792 -11.844 -14.400 -0.04
O 9.127 -9.511 -14.574 -0.05
H 6.808 -10.246 -15.659 0.06
H 7.186 -11.995 -15.473 0.04
H 8.025 -11.153 -16.659 0.07
H 8.088 -10.707 -13.542 0.12
H 9.437 -12.874 -14.400 0.06
H 10.197 -11.662 -13.404 0.06
H 10.454 -11.755 -15.261 0.08
H 8.934 -8.994 -13.789 0.06
C 13.657 -19.215 -6.166 -0.05
C 12.709 -20.441 -6.273 -0.41
C 11.292 -19.974 -5.926 -0.05
O 12.620 -20.758 -7.689 -0.09
H 14.423 -19.287 -6.937 0.07
H 14.179 -19.128 -5.213 0.07
H 13.345 -18.199 -6.408 0.06
H 13.085 -21.370 -5.846 0.13
H 11.139 -19.869 -4.852 0.07
H 10.551 -20.726 -6.196 0.07
H 11.077 -18.998 -6.361 0.07
H 13.498 -20.569 -8.030 0.06
C 14.862 -15.916 -4.102 -0.11
O 13.929 -15.519 -5.102 -0.21
C 14.519 -15.443 -6.458 -0.15
C 13.702 -14.354 -7.216 -0.21
N 14.228 -14.045 -8.516 -0.08
C 14.206 -15.188 -9.507 -0.17
C 14.198 -14.783 -10.977 -0.22
O 12.975 -14.111 -11.369 -0.21
C 12.932 -13.998 -12.823 -0.08
H 15.909 -15.676 -4.286 0.09
H 14.670 -16.982 -3.981 0.07
H 14.751 -15.481 -3.109 0.06
H 14.481 -16.398 -6.982 0.09
H 15.562 -15.143 -6.364 0.12
H 13.718 -13.442 -6.620 0.12
H 12.684 -14.700 -7.393 0.09
H 13.856 -13.230 -8.980 0.08
H 13.181 -15.509 -9.322 0.10
H 15.028 -15.849 -9.233 0.12
H 14.402 -15.621 -11.643 0.11
H 15.106 -14.182 -11.013 0.12
H 13.796 -13.414 -13.139 0.09
H 12.089 -13.315 -12.923 0.06
H 12.676 -14.884 -13.404 0.09
C 9.377 -24.291 -14.173 -0.09
O 9.462 -23.461 -12.993 -0.20
C 9.269 -24.185 -11.815 -0.22
C 9.931 -23.501 -10.546 -0.20
N 9.959 -24.453 -9.428 -0.06
C 10.479 -23.952 -8.148 -0.16
C 12.116 -24.042 -7.922 -0.18
O 12.543 -25.393 -8.046 -0.21
C 13.898 -25.662 -7.773 -0.11
H 9.581 -23.749 -15.097 0.08
H 8.306 -24.410 -14.331 0.08
H 9.974 -25.202 -14.121 0.09
H 9.453 -25.254 -11.920 0.11
H 8.204 -24.193 -11.582 0.11
H 9.436 -22.574 -10.256 0.11
H 10.790 -22.870 -10.769 0.10
H 10.734 -25.068 -9.633 0.09
H 9.980 -24.561 -7.394 0.10
H 10.269 -22.902 -7.944 0.10
H 12.357 -23.662 -6.929 0.10
H 12.543 -23.375 -8.670 0.10
H 13.937 -25.921 -6.715 0.09
H 14.559 -24.802 -7.880 0.08
H 14.214 -26.414 -8.496 0.09
C 4.543 -15.623 -0.987 -0.14
O 5.673 -15.633 -1.812 -0.18
C 5.856 -16.922 -2.403 -0.20
C 7.364 -16.962 -2.730 -0.19
N 7.650 -17.929 -3.771 -0.06
C 7.982 -19.284 -3.343 -0.19
C 6.776 -20.082 -2.723 -0.15
O 5.472 -19.964 -3.444 -0.19
C 5.567 -20.077 -4.854 -0.12
H 4.759 -15.947 0.031 0.08
H 3.740 -16.342 -1.150 0.08
H 4.056 -14.648 -0.977 0.09
H 5.162 -16.917 -3.244 0.13
H 5.575 -17.842 -1.890 0.11
H 7.920 -17.123 -1.806 0.13
H 7.604 -15.956 -3.074 0.09
H 6.751 -17.872 -4.228 0.06
H 8.802 -19.116 -2.643 0.12
H 8.308 -19.916 -4.168 0.10
H 6.567 -19.799 -1.692 0.10
H 7.138 -21.107 -2.640 0.11
H 5.998 -21.073 -4.948 0.09
H 6.185 -19.429 -5.475 0.06
H 4.590 -20.099 -5.338 0.09
C 5.828 -14.949 -14.510 -0.09
O 4.686 -15.535 -13.899 -0.20
C 4.776 -16.925 -13.577 -0.17
C 3.267 -17.289 -13.375 -0.19
N 2.651 -16.649 -12.214 -0.07
C 1.242 -16.672 -12.003 -0.25
C 0.989 -15.864 -10.811 -0.29
O 1.310 -14.538 -11.059 -0.12
C 2.509 -14.240 -10.331 -0.12
H 5.596 -13.927 -14.806 0.08
H 6.125 -15.515 -15.393 0.08
H 6.697 -15.067 -13.862 0.07
H 5.168 -17.188 -12.595 0.11
H 5.166 -17.515 -14.407 0.10
H 3.216 -18.378 -13.339 0.11
H 2.474 -17.107 -14.101 0.11
H 3.019 -15.709 -12.228 0.08
H 0.897 -17.706 -11.977 0.13
H 0.637 -16.194 -12.773 0.12
H 1.453 -16.346 -9.950 0.12
H -0.080 -15.935 -10.607 0.12
H 2.561 -13.161 -10.188 0.08
H 3.468 -14.280 -10.848 0.07
H 2.672 -14.657 -9.336 0.08
C 1.560 -6.304 -17.377 -0.13
O 2.380 -5.891 -16.319 -0.21
C 3.591 -6.562 -16.028 -0.17
C 4.332 -5.872 -14.765 -0.16
N 5.763 -5.748 -14.837 -0.10
C 6.657 -6.781 -14.482 -0.22
C 6.515 -7.212 -13.019 -0.17
O 7.636 -8.075 -12.584 -0.23
C 7.372 -8.664 -11.258 -0.07
H 0.767 -5.645 -17.732 0.08
H 1.014 -7.152 -16.964 0.08
H 2.009 -6.729 -18.275 0.08
H 4.311 -6.684 -16.837 0.11
H 3.115 -7.521 -15.825 0.11
H 4.012 -6.356 -13.842 0.10
H 4.002 -4.838 -14.672 0.12
H 5.979 -4.887 -14.357 0.11
H 7.698 -6.534 -14.692 0.13
H 6.439 -7.619 -15.144 0.12
H 5.524 -7.657 -12.931 0.11
H 6.566 -6.396 -12.298 0.12
H 7.053 -7.941 -10.508 0.08
H 8.229 -9.094 -10.738 0.06
H 6.614 -9.444 -11.324 0.08
C 6.311 -10.876 -4.179 -0.03
C 6.302 -12.190 -4.883 -0.48
C 4.872 -12.847 -4.624 -0.13
C 3.686 -12.440 -5.451 -0.20
C 4.027 -12.552 -6.948 -0.12
C 5.465 -11.996 -7.282 -0.45
N 6.498 -12.304 -6.298 -0.12
O 7.743 -11.774 -6.662 0.00
C 5.849 -12.743 -8.551 -0.03
C 5.321 -10.404 -7.457 0.00
C 7.290 -13.119 -4.161 -0.04
H 6.640 -10.036 -4.791 0.08
H 6.920 -10.821 -3.276 0.08
H 5.342 -10.472 -3.883 0.08
H 4.899 -13.920 -4.812 0.11
H 4.547 -12.804 -3.584 0.12
H 3.387 -11.433 -5.164 0.10
H 2.757 -12.983 -5.277 0.11
H 3.396 -11.821 -7.454 0.11
H 3.873 -13.603 -7.192 0.11
H 6.661 -12.244 -9.078 0.08
H 6.289 -13.710 -8.306 0.05
H 5.030 -12.747 -9.270 0.08
H 6.279 -10.005 -7.788 0.07
H 4.564 -10.002 -8.130 0.07
H 4.977 -9.986 -6.510 0.07
H 8.324 -12.781 -4.226 0.04
H 7.267 -14.133 -4.562 0.07
H 7.114 -13.127 -3.086 0.09
H 8.298 -12.557 -6.693 0.07
C 10.603 -14.237 -3.756 -0.02
C 10.869 -13.428 -2.373 -0.42
C 10.338 -14.393 -1.314 -0.14
C 10.728 -13.969 0.141 -0.14
C 12.273 -13.839 0.333 -0.13
C 12.855 -12.955 -0.776 -0.46
N 12.313 -13.196 -2.132 -0.16
O 12.915 -12.477 -3.047 0.02
C 12.851 -11.432 -0.344 -0.02
C 14.371 -13.338 -0.699 -0.06
C 9.966 -12.150 -2.490 -0.03
H 9.695 -14.833 -3.844 0.06
H 11.401 -14.975 -3.674 0.07
H 10.695 -13.621 -4.650 0.07
H 9.253 -14.289 -1.321 0.10
H 10.494 -15.462 -1.457 0.12
H 10.353 -14.623 0.928 0.10
H 10.208 -13.037 0.364 0.11
H 12.897 -14.728 0.239 0.11
H 12.431 -13.338 1.288 0.11
H 13.577 -10.776 -0.824 0.07
H 11.896 -10.939 -0.526 0.06
H 13.152 -11.430 0.704 0.07
H 14.676 -14.348 -0.971 0.06
H 14.960 -12.770 -1.419 0.08
H 14.699 -13.323 0.341 0.09
H 10.287 -11.464 -1.705 0.06
H 8.918 -12.240 -2.201 0.06
H 9.900 -11.634 -3.448 0.08
H 13.328 -13.136 -3.610 0.10
C 9.064 -14.888 -11.565 -0.05
C 9.293 -15.536 -10.243 -0.42
C 9.866 -14.552 -9.215 -0.14
C 9.823 -14.916 -7.783 -0.20
C 8.465 -15.380 -7.249 -0.11
C 7.791 -16.521 -8.175 -0.39
N 7.934 -16.023 -9.642 -0.09
O 7.220 -16.771 -10.535 -0.04
C 8.367 -17.952 -8.026 -0.02
C 6.333 -16.494 -7.571 -0.03
C 10.271 -16.782 -10.604 0.00
H 8.770 -13.843 -11.462 0.08
H 8.353 -15.534 -12.080 0.07
H 9.951 -14.717 -12.175 0.07
H 10.913 -14.575 -9.519 0.11
H 9.429 -13.566 -9.367 0.11
H 10.237 -14.115 -7.170 0.09
H 10.536 -15.713 -7.570 0.10
H 7.872 -14.466 -7.254 0.07
H 8.443 -15.641 -6.191 0.10
H 8.067 -18.585 -8.861 0.08
H 9.442 -17.806 -8.133 0.05
H 8.039 -18.422 -7.098 0.07
H 5.866 -17.395 -7.970 0.08
H 6.365 -16.405 -6.485 0.07
H 5.780 -15.614 -7.900 0.05
H 11.214 -16.427 -11.021 0.06
H 9.753 -17.627 -11.057 0.08
H 10.677 -17.145 -9.660 0.05
H 6.429 -16.265 -10.734 0.10
```